{
  "formula": "C5H8ClNO2",
  "method": "ωB97M-V/def2-TZVPD",
  "species": ["Cl", "O", "O", "N", "C", "C", "C", "C", "C", "H", "H", "H", "H", "H", "H", "H", "H"],
  "coordinates": [[-0.3320, -2.5833, -0.7208], [1.4196, -0.7131, 1.9851], [-0.6436, -1.4921, 2.5120], [1.0555, -0.2680, -0.5490], [-0.6235, 1.3308, -0.2308], [0.1990, -1.1182, 1.7705], [-0.0894, -0.9676, -0.0491], [0.6031, 1.0221, -1.0848], [-1.2976, -0.0399, -0.1530], [1.7951, -0.4229, 1.1023], [0.3133, 0.9474, -2.1401], [-1.2625, 2.0960, -0.6629], [1.5997, -0.8085, -1.2086], [-1.9531, -0.1505, 0.7095], [-0.3108, 1.6506, 0.7659], [-1.8719, -0.2444, -1.0579], [1.3990, 1.7616, -0.9882]],
  "e_tot_ev": -23422.2512,
  "homo_energy_ev": -9.079,
  "spin_multiplicity": 1,
  "smiles": "O=C(O)[C@@]1(Cl)CCCN1",
  "de_lowest_ev": 0.0000
}

***

{
  "formula": "C5H8ClNO2",
  "method": "ωB97M-V/def2-TZVPD",
  "species": ["Cl", "O", "O", "N", "C", "C", "C", "C", "C", "H", "H", "H", "H", "H", "H", "H", "H"],
  "coordinates": [[-0.6530, 3.3796, 0.4618], [0.4637, 0.9655, 1.9148], [0.1046, -1.5344, -0.0338], [0.7695, 0.5578, -0.6566], [-0.8113, -0.8724, 0.8976], [0.8610, -0.7013, -0.7776], [-0.3457, 0.6039, 0.8356], [1.5507, -1.5523, -1.7770], [-1.3575, 1.7219, 0.3652], [-0.6852, -1.3780, 1.9144], [-1.8391, -0.9607, 0.6434], [-1.6839, 1.5508, -0.6165], [-2.2217, 1.6848, 1.0553], [0.9836, 1.7938, 1.7950], [0.8327, -2.4608, -1.8345], [2.5497, -1.8231, -1.4152], [1.4819, -0.9750, -2.7721]],
  "e_tot_ev": -23420.4605,
  "homo_energy_ev": -9.441,
  "spin_multiplicity": 1,
  "de_lowest_ev": 1.7907
}

***

{
  "formula": "C5H8ClO2S",
  "method": "ωB97M-V/def2-TZVPD",
  "species": ["Cl", "S", "O", "O", "C", "C", "C", "C", "C", "H", "H", "H", "H", "H", "H", "H", "H"],
  "coordinates": [[-1.9362, -0.0676, 1.8102], [0.9527, 0.3549, 2.8237], [0.2461, 2.8512, 2.3057], [-1.5196, 2.6538, 0.9023], [-0.3042, 0.6748, 1.4928], [0.4276, -1.1983, 0.1724], [-0.6223, 2.2137, 1.5764], [-0.8007, 0.7001, -1.0817], [0.1134, 0.3384, 0.0795], [1.1308, -1.3927, 1.0257], [-1.6826, 1.3017, -0.7559], [0.7788, 1.9451, 2.8167], [-1.3381, -0.2238, -1.3761], [-0.5650, -1.6254, 0.1486], [0.9488, -1.6305, -0.7837], [-0.1624, 1.0295, -1.7754], [1.1796, 0.6622, 0.1069]],
  "e_tot_ev": -32764.1742,
  "homo_energy_ev": [0.119, -5.826],
  "spin_multiplicity": 3,
  "charge": -1,
  "s2": 2.00
}

***

{
  "formula": "C5H8ClOP",
  "method": "ωB97M-V/def2-TZVPD",
  "species": ["Cl", "P", "O", "C", "C", "C", "C", "C", "H", "H", "H", "H", "H", "H", "H", "H"],
  "coordinates": [[2.5819, 1.5093, -0.3431], [2.4262, -0.4622, 0.0937], [3.5626, -0.9809, 0.8651], [-0.8776, 1.1861, 0.2627], [0.0037, -0.6802, -1.2439], [-0.2526, -0.2830, 0.1621], [2.1339, -1.2802, -1.4484], [0.9423, -0.5115, 1.0985], [-0.3764, 2.0794, -0.1480], [0.9360, -1.5668, 1.5405], [2.7286, -1.3801, -2.3047], [-0.6201, -1.0469, -2.0732], [0.9763, 0.2020, 1.8620], [-0.9063, 1.4279, 1.3571], [-1.0956, -0.8987, 0.6399], [-1.7217, 1.2114, -0.3526]],
  "e_tot_ev": -29168.4778,
  "homo_energy_ev": [-9.563, -9.136],
  "spin_multiplicity": 1,
  "de_lowest_ev": 5.7563
}

***

{
  "formula": "C5H8CrLiO3",
  "method": "ωB97M-V/def2-TZVPD",
  "species": ["Cr", "O", "O", "O", "C", "C", "C", "C", "C", "Li", "H", "H", "H", "H", "H", "H", "H", "H"],
  "coordinates": [[-0.6758, -1.8134, -2.5179], [-0.6775, 0.7048, 0.6177], [-1.1804, -0.0271, -1.4192], [0.1786, -1.1832, -0.2992], [-1.9528, 4.0067, -0.4508], [-1.2942, 3.0555, -0.9321], [-0.6761, -0.1995, -0.2245], [2.2128, -2.0464, 0.5437], [0.7579, -1.8260, 0.8668], [-0.9777, 1.1294, 2.4364], [0.2320, -2.7777, 1.0159], [-2.3536, 4.4585, 0.4496], [-0.5345, 2.8660, -1.6830], [2.3213, -2.4749, -0.4610], [2.7629, -1.0984, 0.6004], [0.6321, -1.1381, 1.7116], [2.6259, -2.7440, 1.2829], [-1.4011, 1.1078, -1.5371]],
  "e_tot_ev": -40063.8624,
  "homo_energy_ev": [-15.740, -17.303],
  "spin_multiplicity": 6,
  "de_lowest_ev": 0.0000,
  "charge": 2,
  "s2": 8.75
}

***

{
  "formula": "C5H8F2O2",
  "method": "ωB97M-V/def2-TZVPD",
  "species": ["F", "F", "O", "O", "C", "C", "C", "C", "C", "H", "H", "H", "H", "H", "H", "H", "H"],
  "coordinates": [[1.4250, 1.0790, 0.8047], [1.3976, 1.2972, -1.3684], [0.1724, -1.7300, -0.8464], [1.9470, -1.6287, 0.5996], [0.9516, 0.5861, -0.3582], [-0.6560, 0.4697, -0.3894], [1.3515, -1.0853, -0.5153], [-1.2777, 1.4790, 0.6030], [-0.8574, -0.9854, -0.0864], [-1.8200, -1.3499, -0.6024], [-0.9317, 0.6047, -1.3586], [2.0216, -1.1975, -1.3094], [-0.5392, 2.0936, 1.2067], [-2.0672, 1.9694, -0.0265], [1.5292, -1.2005, 1.3156], [-0.8147, -1.3731, 0.9478], [-1.8319, 0.9714, 1.3835]],
  "e_tot_ev": -14843.4608,
  "homo_energy_ev": -10.382,
  "spin_multiplicity": 1,
  "smiles": "C[C@@H]1CO[C@H](O)C1(F)F",
  "de_lowest_ev": 0.0056
}